Entry 1:
The following is a quantum chemistry calculation of 14 unconnected molecules or ions with the total composition C27H88N6O14, from the OMol25 dataset.

Results
<S²> = 0.75
molecular weight = 721.03 Da
energy = -2463.1371 hartree
highest occupied orbital energy (alpha / beta) = 0.5 / -7.1 eV
total charge = -1
spin multiplicity = 2
max |F| = 0.073 hartree/bohr

XYZ file:
```
135
Properties=species:S:1:pos:R:3:mulliken_spin:R:1
O -10.19 15.80 26.42 0.0007
O -5.13 10.49 21.31 0.0201
O -10.44 12.93 26.83 -0.0038
O -12.43 12.29 24.94 -0.0159
O -8.88 14.21 23.91 -0.0253
O -7.53 16.82 26.99 -0.0069
O -14.50 12.38 19.03 -0.0812
O -6.61 15.72 20.32 -0.4622
O -8.09 12.79 25.84 -0.0041
O -10.02 12.91 18.34 0.0829
O -8.76 17.51 19.28 -1.8801
O -14.78 17.87 22.61 -0.0655
O -2.14 11.47 28.19 -0.0042
O -6.09 14.50 26.80 0.0005
N -12.78 12.44 21.71 -0.0451
N -5.60 13.44 22.29 0.2363
N -9.02 19.93 22.05 -0.0060
N -11.62 18.16 24.65 0.0260
N -9.82 11.27 15.09 -0.0593
N -1.33 12.05 24.68 -0.0033
C -9.55 17.46 22.29 -0.2654
C -13.71 13.32 21.11 0.0626
C -10.33 11.62 16.41 -0.0529
C -8.52 17.56 17.84 2.7690
C -10.25 14.11 23.52 0.0231
C -6.23 15.37 23.64 0.2179
C -9.34 12.57 17.14 1.0390
C -12.91 17.69 24.30 -0.0957
C -8.03 13.86 22.80 0.4608
C -13.70 17.44 25.55 0.0071
C -15.51 18.61 21.62 0.1310
C -13.75 18.60 23.36 0.0003
C -2.19 10.55 29.22 0.0004
C -10.44 10.24 17.01 0.0484
C -1.91 10.98 26.83 0.0015
C -13.68 11.30 18.46 -0.0242
C -3.48 12.55 25.62 0.0146
C -9.07 18.69 19.94 0.1044
C -13.36 14.23 25.86 -0.0003
C -13.74 13.33 19.61 0.0024
C -9.35 13.87 19.15 -1.7211
C -13.31 14.70 21.62 -0.2155
C -13.88 12.06 26.70 0.0023
C -13.62 12.84 25.42 0.0150
C -6.57 13.97 23.24 -0.4348
C -1.98 12.27 25.97 0.0130
C -8.82 18.63 21.50 -0.0685
H -6.49 15.41 19.42 0.1606
H -14.17 19.43 23.93 -0.0097
H -11.92 12.40 21.18 0.0268
H -1.37 9.83 29.24 0.0000
H -12.37 12.56 24.02 0.0100
H -4.14 11.72 25.38 -0.0046
H -8.37 12.91 22.39 -0.0033
H -14.42 12.96 24.69 -0.0045
H -8.37 12.10 17.33 0.1328
H -8.01 18.48 17.57 -0.2381
H -9.44 16.60 21.63 0.0348
H -10.09 10.33 14.81 -0.0137
H -8.53 19.53 19.49 0.1910
H -10.75 12.85 27.73 0.0006
H -8.38 20.57 21.60 -0.0243
H -3.80 13.00 26.56 0.0022
H -6.63 13.71 26.85 0.0010
H -9.96 20.19 21.78 -0.0219
H -9.74 13.94 20.17 0.4092
H -6.49 16.18 22.97 -0.1137
H -5.17 15.36 23.92 0.0711
H -10.98 9.53 16.39 -0.0137
H -0.36 11.83 24.88 -0.0003
H -13.12 11.54 21.41 -0.0231
H -14.23 10.43 18.10 -0.0062
H -14.85 12.39 27.07 -0.0005
H -12.43 15.12 21.13 0.0529
H -7.79 18.32 21.70 0.0273
H -10.04 14.87 26.27 -0.0017
H -2.22 10.93 30.25 0.0002
H -14.68 12.97 21.47 0.0260
H -13.50 14.77 24.92 0.0050
H -5.20 11.38 21.65 -0.0081
H -14.95 18.51 20.68 -0.0228
H -8.31 13.36 25.10 -0.0002
H -12.73 16.73 23.82 0.0148
H -14.71 17.03 25.41 0.0044
H -14.12 14.56 26.57 -0.0022
H -11.93 18.60 25.50 -0.0038
H -10.47 13.04 23.54 0.0133
H -10.90 14.71 24.16 -0.0397
H -14.02 14.32 19.24 0.0197
H -10.62 17.69 22.30 0.0422
H -1.31 12.92 24.18 -0.0113
H -10.10 18.96 19.72 0.1028
H -13.10 10.79 19.23 -0.0048
H -9.44 9.86 17.24 0.0103
H -1.54 13.11 26.51 0.0097
H -12.96 11.69 17.74 0.0297
H -2.60 10.24 26.44 -0.0012
H -8.29 13.69 19.35 -0.0564
H -5.66 14.04 21.48 0.0490
H -5.74 14.49 25.90 0.0032
H -7.06 15.99 27.10 0.0019
H -12.42 14.40 26.38 0.0026
H -14.02 15.49 21.38 0.0246
H -13.28 14.67 22.71 0.0326
H -8.92 12.68 26.30 0.0055
H -13.85 10.98 26.56 0.0016
H -9.31 16.18 26.47 0.0013
H -4.71 13.65 22.72 -0.0563
H -5.79 9.99 21.80 -0.0074
H -7.36 16.32 20.26 0.2782
H -6.43 13.29 24.08 -0.0467
H -16.44 18.10 21.39 -0.0082
H -7.93 16.71 17.49 0.0511
H -13.10 12.27 27.44 0.0006
H -0.87 10.67 26.69 -0.0005
H -13.96 18.31 26.15 -0.0016
H -11.08 10.38 17.89 0.0094
H -6.86 15.60 24.49 -0.0151
H -13.10 19.07 22.62 0.0427
H -11.33 12.03 16.24 -0.0307
H -8.86 11.19 15.38 -0.0093
H -9.52 14.85 18.70 0.0682
H -8.08 14.57 21.97 0.0333
H -12.68 13.37 19.34 0.0888
H -9.26 13.43 16.47 0.1350
H -6.86 17.49 27.06 0.0007
H -9.16 17.31 23.30 0.0168
H -11.20 12.69 26.29 0.0027
H -15.70 19.66 21.83 0.0046
H -11.01 17.51 25.13 0.0039
H -13.13 16.70 26.11 0.0018
H -3.54 13.32 24.86 0.0051
H -9.53 17.55 17.42 -0.2468
H -10.32 14.42 22.47 0.0511
H -3.10 10.00 28.99 -0.0002
```



Entry 2:
The following is a quantum chemistry calculation of a molecular structure, C20H17Cl3F5N3O5SSeSiW, from the OMol25 dataset.

Results
molecular weight = 903.67 Da
energy relative to the best compared isomer or geometry (same formula, charge and spin) = 0.0 kJ/mol
energy = -6348.5471 hartree
highest occupied orbital energy = -14.2 eV
total charge = +2
max |F| = 0.013 hartree/bohr

XYZ file:
```
57
Properties=species:S:1:pos:R:3:nbo_charge:R:1
W -0.43 -1.31 -0.31 1.2238
Se -1.21 -0.65 -2.57 0.3015
Cl 2.62 -3.18 -2.04 -0.2589
Cl -0.21 -3.67 -3.65 -0.2403
Cl -0.19 -3.92 -0.29 -0.1931
S -1.14 -1.80 2.10 -0.0726
Si 0.64 -2.93 -2.00 1.1465
F -3.88 4.76 -2.60 -0.2483
F -4.22 3.19 -0.40 -0.2634
F -3.12 0.78 -0.27 -0.3169
F -2.40 3.86 -4.68 -0.2553
F -1.25 1.43 -4.57 -0.2875
O 0.04 1.78 1.85 -0.4781
O 1.81 0.36 -1.90 -0.5294
O 2.81 -0.97 1.95 -0.4909
O -0.48 0.52 0.10 -0.7232
O 1.34 -1.35 0.32 -0.7488
N 1.02 -3.17 3.13 -0.4725
N 0.65 -1.30 4.12 -0.2908
N -2.50 -1.91 -0.21 -0.4932
C 3.80 1.55 -1.92 -0.4304
C 1.69 -1.92 4.78 -0.0291
C -3.49 2.77 -1.42 0.2641
C 1.47 1.72 -1.53 0.0918
C -3.61 -2.20 -0.12 0.6282
C 3.10 0.35 -1.29 0.0866
C -1.99 1.85 -3.54 0.3869
C -2.57 3.10 -3.61 0.2697
C 1.93 -3.09 4.15 -0.0305
C -2.13 1.03 -2.42 -0.4005
C -3.32 3.57 -2.54 0.3264
C 2.76 0.65 0.19 -0.3389
C 2.35 -0.59 0.94 0.8242
C 0.36 1.37 0.79 0.8067
C -2.90 1.52 -1.37 0.3806
C 2.62 2.52 -2.13 -0.4300
C 0.25 -2.07 3.10 0.2537
C -5.00 -2.55 0.01 -0.7482
C 0.07 -0.02 4.53 -0.4189
C 1.61 1.72 0.02 -0.3505
H 3.60 1.07 0.74 0.2723
H 0.92 -3.94 2.48 0.4472
H 2.65 -3.86 4.34 0.2629
H 2.44 2.71 -3.19 0.2428
H -5.39 -2.85 -0.97 0.2986
H 2.75 3.48 -1.64 0.2304
H 2.17 -1.47 5.63 0.2602
H 0.87 0.70 4.66 0.2383
H 1.94 2.68 0.41 0.2742
H 4.59 1.96 -1.28 0.2309
H 0.47 1.96 -1.90 0.2242
H 4.26 1.26 -2.86 0.2449
H 3.58 -0.61 -1.45 0.2291
H -5.55 -1.68 0.37 0.3042
H -0.61 0.32 3.76 0.2526
H -5.11 -3.37 0.72 0.2989
H -0.46 -0.16 5.47 0.2375
```



Entry 3:
The following is a quantum chemistry calculation of C5H13NO in the gas phase, from the OMol25 dataset.

Results
molecular weight = 103.16 Da
energy relative to the best compared isomer or geometry (same formula, charge and spin) = 119.6 kJ/mol
energy = -328.2733 hartree
highest occupied orbital energy = -9.0 eV
SMILES string = CN[C@@H](C)[C@H](C)O
max |F| = 0.032 hartree/bohr

XYZ file:
```
20
Properties=species:S:1:pos:R:3:nbo_charge:R:1
O -2.10 0.28 -0.60 -0.7259
N 0.57 -0.19 -1.11 -0.6282
C -1.29 -0.09 0.51 0.1091
C -1.46 -1.55 0.98 -0.6349
C 0.18 0.30 0.24 -0.0741
C 2.02 -0.41 -1.15 -0.4230
C 0.40 1.79 0.40 -0.6443
H 0.77 -0.30 0.96 0.1827
H -0.41 2.41 0.03 0.2226
H 2.58 0.25 -0.42 0.1652
H -2.46 -1.67 1.37 0.2164
H 2.31 -1.30 -0.60 0.1892
H 0.38 0.60 -1.71 0.3518
H -1.67 0.57 1.30 0.1681
H 0.62 2.05 1.44 0.2147
H 1.30 2.12 -0.13 0.2095
H -2.09 -0.46 -1.23 0.4707
H -0.71 -1.69 1.76 0.2099
H -1.29 -2.26 0.16 0.2120
H 2.34 -0.44 -2.19 0.2084
```



Entry 4:
The following is a quantum chemistry calculation of a molecular structure, C28H39N2O8P2SeSn, from the OMol25 dataset.

Results
molecular weight = 791.24 Da
energy relative to the best compared isomer or geometry (same formula, charge and spin) = 42.1 kJ/mol
energy = -5100.6269 hartree
highest occupied orbital energy = -3.8 eV
total charge = -1
max |F| = 0.025 hartree/bohr

XYZ file:
```
81
Properties=species:S:1:pos:R:3:lowdin_charge:R:1
Sn 1.07 -1.09 0.33 0.8228
Se 0.65 -3.40 0.95 -0.0098
P 2.63 1.82 -0.90 0.3519
P 2.81 -0.71 -2.59 0.3658
O 1.22 -0.38 2.47 -0.1104
O 3.13 -1.05 0.57 -0.1964
O 1.63 -1.15 -1.75 -0.4372
O 4.22 -1.06 -2.41 -0.2528
O 1.86 3.24 -1.17 -0.1599
O 4.04 2.08 -0.58 -0.2596
O 1.68 1.01 -0.05 -0.3561
O 2.34 -1.03 -4.13 -0.1459
N 0.89 1.14 -2.78 0.1852
N -1.10 -0.34 -0.60 -0.0121
C 3.94 -0.76 1.52 -0.3084
C -4.32 1.82 1.31 -0.1186
C -2.53 0.06 1.47 -0.0748
C -1.08 -2.40 -1.84 -0.0839
C -3.17 -1.75 -0.91 -0.0206
C -0.88 1.73 0.75 -0.1201
C -2.86 1.39 -0.67 -0.0872
C -5.24 -3.12 -1.22 -0.0648
C 6.27 -0.57 2.17 -0.0821
C 5.33 -0.79 1.21 0.0091
C -3.61 2.47 0.12 -0.2918
C 5.91 -0.30 3.51 -0.1108
C -1.79 -1.47 -1.05 -0.3004
C -3.76 -2.89 -1.42 -0.2833
C 4.58 -0.24 3.83 -0.0549
C 3.57 -0.45 2.86 -0.0842
C -3.29 1.16 2.24 -0.2830
C 2.18 -0.30 3.25 -0.3397
C 3.10 1.89 -3.68 -0.0786
C 2.41 1.10 -2.58 -0.4805
C -1.64 -3.56 -2.33 -0.2866
C -2.99 -3.82 -2.11 -0.0419
C 1.83 -0.01 4.69 -0.0049
C -1.84 0.65 0.22 -0.4516
C -0.77 -4.55 -3.06 -0.0525
C -2.30 2.21 2.73 -0.1230
C -1.60 2.83 1.53 -0.2791
C -2.62 3.52 0.63 -0.1291
H -3.22 -0.74 1.23 0.0976
H -0.86 3.57 1.87 0.1392
H -0.08 -4.05 -3.73 0.0713
H 2.44 3.96 -0.89 0.0765
H -3.80 0.70 3.09 0.1356
H -2.82 2.98 3.32 0.1148
H 4.30 -0.03 4.85 0.0958
H 2.30 0.91 5.04 0.0856
H -0.06 -2.19 -2.08 0.0605
H -5.56 -4.06 -1.68 0.0644
H 2.83 2.95 -3.63 0.0768
H -3.82 -1.04 -0.42 0.0769
H -1.75 -0.38 2.10 0.1260
H -3.58 0.69 -1.09 0.0999
H -5.03 1.06 0.96 0.1174
H 2.87 -1.76 -4.47 0.0775
H 0.44 0.38 -2.22 0.1082
H 5.59 -0.99 0.18 0.1171
H -1.56 1.74 3.39 0.1160
H -0.14 1.27 1.40 0.0858
H 7.32 -0.59 1.90 0.0990
H 0.75 0.08 4.76 0.0813
H -0.17 -5.11 -2.33 0.0784
H 2.86 1.49 -4.67 0.0757
H -2.12 3.99 -0.22 0.1152
H -1.37 -5.26 -3.63 0.0659
H 6.66 -0.14 4.27 0.0880
H -3.45 -4.73 -2.48 0.1018
H 0.66 0.98 -3.76 0.1560
H 0.51 2.04 -2.46 0.1332
H 4.17 1.80 -3.53 0.0933
H -0.34 2.17 -0.09 0.0941
H -4.89 2.57 1.87 0.1134
H 2.17 -0.83 5.33 0.0931
H -2.32 1.84 -1.52 0.1172
H -3.15 4.30 1.17 0.1143
H -5.82 -2.31 -1.67 0.0721
H -5.49 -3.16 -0.16 0.0742
H -4.35 2.94 -0.53 0.1328
```



Entry 5:
The following is a quantum chemistry calculation of a molecular structure, C19H20F6MgN2O4PS, from the OMol25 dataset.

Results
<S²> = 0.78
molecular weight = 541.71 Da
energy relative to the best compared isomer or geometry (same formula, charge and spin) = 19.9 kJ/mol
energy = -2685.6581 hartree
highest occupied orbital energy (alpha / beta) = -8.2 / -8.2 eV
spin multiplicity = 2
max |F| = 0.004 hartree/bohr

XYZ file:
```
54
Properties=species:S:1:pos:R:3:mulliken_spin:R:1
S -0.13 -1.41 2.47 0.0009
P -1.15 -3.91 -0.40 0.0012
Mg -0.43 -0.41 -0.50 -0.0034
F -1.89 -5.30 -0.29 0.0000
F -0.33 -2.37 -0.51 -0.0021
F -2.04 -3.44 -1.64 -0.0002
F -0.19 -4.23 0.85 0.0000
F -2.18 -3.19 0.61 0.0001
F -0.04 -4.47 -1.40 0.0000
O -0.44 -0.27 1.49 -0.0032
O -2.41 -0.23 -1.00 0.2800
O -5.21 -0.63 -1.21 0.1318
O 1.47 -0.13 -0.93 0.0047
N 0.93 2.09 -1.24 0.0102
N -0.35 1.62 -1.12 0.0331
C -1.29 2.47 -1.32 -0.0229
C 5.53 0.72 -1.20 -0.0015
C 4.18 0.42 -1.13 0.0024
C 3.65 2.76 -1.36 0.0043
C 3.23 1.44 -1.21 0.0004
C -4.51 -1.89 -1.30 -0.0076
C 1.78 1.09 -1.12 0.0036
C -3.61 3.15 -1.35 0.0127
C 0.37 -0.54 3.98 0.0001
C 5.00 3.06 -1.43 -0.0018
C 1.59 -1.89 2.07 -0.0002
C -4.63 0.54 -1.22 0.2584
C 1.86 -0.26 3.86 0.0000
C -5.00 2.92 -1.35 0.1518
C -2.71 2.13 -1.26 0.0537
C -3.18 0.75 -1.15 0.1729
C 5.94 2.04 -1.35 0.0031
C -5.49 1.64 -1.28 -0.1058
C 2.45 -1.54 3.28 -0.0001
H 3.84 -0.60 -1.03 0.0004
H 6.26 -0.07 -1.14 -0.0001
H 2.90 3.54 -1.43 0.0008
H 5.32 4.08 -1.55 -0.0001
H -3.93 -2.08 -0.40 0.0071
H 3.50 -1.42 2.98 0.0000
H 2.29 0.00 4.83 0.0000
H -5.30 -2.63 -1.40 -0.0015
H 7.00 2.27 -1.40 0.0002
H 1.83 -1.27 1.21 0.0001
H -3.24 4.17 -1.44 0.0057
H -3.86 -1.90 -2.17 0.0033
H 2.41 -2.33 4.03 0.0000
H -1.03 3.50 -1.55 0.0017
H -0.27 0.34 4.04 0.0000
H -6.56 1.43 -1.29 -0.0028
H 0.14 -1.21 4.81 0.0000
H -5.68 3.75 -1.41 0.0087
H 1.60 -2.93 1.78 0.0000
H 2.03 0.58 3.18 0.0000
```



Entry 6:
The following is a quantum chemistry calculation of C7H13N in the gas phase, from the OMol25 dataset.

Results
molecular weight = 111.19 Da
energy relative to the best compared isomer or geometry (same formula, charge and spin) = 562.6 kJ/mol
energy = -329.0572 hartree
highest occupied orbital energy = -6.0 eV
max |F| = 0.026 hartree/bohr

XYZ file:
```
21
Properties=species:S:1:pos:R:3:nbo_charge:R:1
N 1.88 -2.00 0.11 -0.7625
C 0.29 0.19 -0.18 -0.3256
C -0.91 0.99 -0.35 0.0568
C 0.45 -0.33 1.27 -0.3673
C 1.54 0.94 -0.64 -0.6047
C 1.37 -1.58 1.37 -0.2644
C -3.24 1.13 -1.20 -0.2659
C -2.06 0.51 -1.01 -0.2941
H -0.56 -0.56 1.64 0.2061
H 2.39 0.27 -0.58 0.2632
H -1.97 -0.50 -1.41 0.2140
H 0.20 -0.73 -0.76 0.2561
H 1.44 1.23 -1.69 0.2053
H -3.42 2.14 -0.85 0.1957
H -0.97 2.01 0.04 0.1928
H 2.15 -2.98 0.17 0.3185
H 0.77 -2.36 1.86 0.1611
H 1.71 1.84 -0.05 0.1954
H -4.03 0.61 -1.72 0.2067
H 2.18 -1.33 2.07 0.2124
H 0.80 0.50 1.89 0.2004
```